Record 1
{
  "formula": "C12H15O2Se",
  "method": "wB97M-V/def2-TZVPD",
  "species": ["C", "C", "C", "C", "C", "Se", "C", "C", "C", "C", "C", "C", "C", "O", "O", "H", "H", "H", "H", "H", "H", "H", "H", "H", "H", "H", "H", "H", "H", "H"],
  "coordinates": [[1.103, -2.543, 1.339], [-0.221, -2.245, 0.594], [-1.455, -2.402, 1.422], [-0.256, -3.335, -0.442], [-0.121, -0.803, -0.067], [0.490, 0.677, 1.320], [0.501, 2.191, 0.226], [0.402, 2.028, -1.179], [0.475, 3.096, -2.051], [0.592, 4.370, -1.462], [0.703, 4.598, -0.079], [0.757, 3.440, 0.733], [-1.454, -0.347, -0.635], [-2.129, 0.319, 0.176], [-1.627, -0.829, -1.733], [1.569, -3.492, 1.218], [1.188, -2.317, 2.343], [1.734, -1.807, 0.772], [-1.498, -1.733, 2.255], [-1.419, -3.432, 1.831], [-2.309, -2.225, 0.781], [0.722, -3.427, -0.883], [-0.487, -4.328, 0.126], [-0.946, -3.368, -1.280], [0.774, -0.839, -0.784], [0.088, 1.218, -1.728], [0.388, 3.011, -3.076], [0.673, 5.271, -2.028], [0.868, 5.587, 0.485], [0.896, 3.663, 1.807]],
  "mulliken_charge": [-1.794, 2.132, -1.911, -1.740, -0.839, 0.115, 0.389, 0.069, -1.231, -0.162, -0.558, -0.348, 0.470, -0.691, -0.724, 0.370, 0.464, 0.437, 0.320, 0.533, 0.408, 0.467, 0.363, 0.246, 0.532, 0.394, 0.472, 0.326, 0.236, 0.256],
  "total_energy_ev": -82128.5837,
  "lumo_ha": 0.1141,
  "max_force_ev_per_a": 4.3,
  "gap_ev": 7.084,
  "e_above_lowest_kcal_mol": 0.37,
  "homo_ev": -3.9787,
  "smiles": "CC(C)(C)[C@H]([Se]c1ccccc1)C(=O)[O-]",
  "charge": -1
}

***

Record 2
{
  "formula": "C4H11NO",
  "method": "wB97M-V/def2-TZVPD",
  "species": ["C", "C", "N", "O", "H", "H", "H", "H", "H", "C", "C", "H", "H", "H", "H", "H", "H"],
  "coordinates": [[0.349, 0.786, -2.306], [1.685, 0.756, -1.572], [1.904, 2.013, -0.959], [2.369, -0.200, -1.352], [0.181, -0.151, -2.819], [0.239, 1.750, -2.844], [-0.424, 0.736, -1.477], [2.691, 2.185, -0.363], [1.332, 2.773, -1.270], [-1.903, -0.916, 2.127], [-0.719, -1.757, 1.649], [-1.587, -0.302, 2.965], [-2.120, -0.190, 1.324], [-2.821, -1.466, 2.271], [-0.085, -1.342, 0.872], [-1.069, -2.734, 1.262], [-0.022, -1.940, 2.493]],
  "mulliken_charge": [-0.912, 0.655, -0.396, -0.568, 0.296, 0.349, 0.206, 0.209, 0.162, -0.744, -0.611, 0.265, 0.206, 0.277, 0.104, 0.258, 0.244],
  "total_energy_ev": -7864.0482,
  "lumo_ha": 0.0294,
  "max_force_ev_per_a": 2.6,
  "gap_ev": 10.809,
  "e_above_lowest_kcal_mol": 11.65,
  "homo_ev": -10.0088,
  "smiles": "CC(N)=O.CC"
}

***

Record 3
{
  "formula": "C2H3O4",
  "method": "wB97M-V/def2-TZVPD",
  "species": ["C", "C", "O", "O", "O", "O", "H", "H", "H"],
  "coordinates": [[2.190, -0.020, -0.013], [-0.032, -0.150, -0.516], [2.311, 1.192, 0.268], [2.680, -1.151, 0.008], [-0.690, 1.129, -0.180], [-0.336, -1.206, 0.329], [-0.402, -0.284, -1.612], [-0.081, 1.712, 0.218], [0.005, -0.951, 1.254]],
  "mulliken_charge": [0.493, -0.212, -0.568, -0.508, -0.509, -0.432, 0.127, 0.300, 0.309],
  "total_energy_ev": -10312.0223,
  "lumo_ha": 0.1556,
  "max_force_ev_per_a": 3.2,
  "gap_ev": 6.554,
  "e_above_lowest_kcal_mol": 71.73,
  "homo_ev": -2.3201,
  "charge": -1
}

***

Record 4
{
  "formula": "C16H20N2O4S2",
  "method": "wB97M-V/def2-TZVPD",
  "species": ["C", "C", "C", "C", "C", "O", "C", "N", "C", "O", "C", "C", "C", "N", "S", "O", "O", "C", "C", "C", "C", "S", "H", "H", "H", "C", "C", "H", "H", "H", "H", "H", "H", "H", "H", "H", "H", "H", "H", "H", "H", "H", "H", "H"],
  "coordinates": [[-6.539, -2.398, -0.348], [-5.285, -1.641, 0.109], [-4.329, -1.863, 1.007], [-3.597, -0.848, 1.138], [-4.129, -0.054, 0.162], [-5.291, -0.458, -0.283], [-3.783, 1.376, 0.146], [-2.376, 1.516, -0.700], [-1.341, 1.999, 0.013], [-1.358, 2.532, 1.141], [-0.009, 1.882, -0.549], [0.349, 0.327, -0.381], [1.839, -0.243, -1.021], [2.853, 0.961, -0.438], [3.517, 0.463, 0.867], [4.158, 1.594, 1.608], [2.658, -0.373, 1.921], [4.678, -0.767, 0.519], [4.893, -1.929, 0.682], [5.846, -2.628, 0.228], [6.550, -1.824, -0.752], [5.849, -0.123, -0.471], [7.461, -1.921, -1.193], [6.044, -3.668, 0.402], [4.087, -2.344, 1.164], [2.567, 2.288, -0.679], [1.150, 2.430, -0.039], [1.243, 2.661, 1.014], [0.804, 3.617, -0.140], [2.497, 2.414, -1.678], [3.296, 2.961, -0.270], [1.724, -0.029, -2.127], [2.189, -1.019, -0.606], [0.512, -0.041, 0.777], [-0.320, -0.536, -0.667], [-0.016, 2.024, -1.613], [-2.177, 0.937, -1.571], [-3.638, 2.145, 1.145], [-4.411, 1.995, -0.716], [-2.918, -0.577, 1.900], [-4.313, -2.959, 1.719], [-6.746, -3.319, 0.244], [-7.624, -1.934, -0.175], [-6.561, -2.627, -1.489]],
  "mulliken_charge": [-1.222, 0.660, -0.515, -0.509, 0.455, -0.349, -0.425, -0.221, -0.142, -0.716, 0.974, -0.520, -1.404, 0.097, 1.247, -0.750, -0.737, -0.314, 0.347, -0.685, -0.586, -0.167, 0.494, 0.405, 0.464, -1.165, -0.872, 0.252, 0.315, 0.451, 0.463, 0.307, 0.902, 0.336, 0.402, 0.330, 0.334, 0.296, 0.173, 0.667, 0.102, 0.328, 0.262, 0.239],
  "total_energy_ev": -49743.4862,
  "lumo_ha": 0.0116,
  "max_force_ev_per_a": 14.2,
  "gap_ev": 8.682,
  "e_above_lowest_kcal_mol": 351.40,
  "homo_ev": -8.3673
}

***

Record 5
{
  "formula": "C15H37FNO8P2",
  "method": "wB97M-V/def2-TZVPD",
  "species": ["C", "C", "C", "N", "F", "H", "H", "H", "H", "H", "H", "H", "O", "P", "O", "C", "C", "O", "C", "C", "O", "C", "C", "H", "H", "H", "H", "H", "H", "H", "H", "H", "H", "H", "H", "H", "H", "H", "O", "P", "O", "C", "C", "O", "C", "C", "O", "C", "C", "H", "H", "H", "H", "H", "H", "H", "H", "H", "H", "H", "H", "H", "H", "H"],
  "coordinates": [[3.710, -0.862, -2.884], [2.375, -1.762, -3.186], [0.993, -0.911, -3.413], [0.989, 0.480, -2.815], [0.696, -0.889, -4.895], [4.671, -1.224, -3.492], [3.605, 0.283, -3.105], [3.944, -0.964, -1.718], [2.523, -2.490, -4.119], [2.191, -2.481, -2.253], [0.136, -1.514, -2.840], [0.877, 0.401, -1.768], [3.164, 1.778, 0.112], [4.133, 2.325, 1.189], [3.935, 1.018, 2.180], [4.495, -0.220, 1.777], [6.008, -0.153, 1.689], [2.977, 3.325, 1.841], [2.188, 4.119, 0.966], [0.778, 3.557, 0.907], [5.216, 2.936, 2.392], [4.849, 3.293, 3.720], [4.750, 2.112, 4.670], [4.063, -0.535, 0.823], [4.208, -0.962, 2.527], [6.322, 0.512, 0.879], [6.428, -1.145, 1.501], [6.438, 0.242, 2.614], [2.637, 4.173, -0.033], [2.163, 5.138, 1.364], [0.777, 2.492, 0.667], [0.178, 4.083, 0.159], [0.289, 3.657, 1.881], [3.945, 3.905, 3.759], [5.656, 3.941, 4.081], [3.818, 1.560, 4.519], [4.752, 2.457, 5.709], [5.582, 1.417, 4.529], [-2.758, -2.149, -0.410], [-3.950, -1.178, -0.590], [-5.011, -2.169, 0.199], [-4.871, -2.321, 1.601], [-5.098, -1.014, 2.336], [-4.233, -1.681, -2.148], [-3.131, -1.803, -3.037], [-2.836, -3.274, -3.276], [-5.283, -0.093, -0.791], [-6.458, -0.368, -1.547], [-7.486, -1.204, -0.804], [-3.886, -2.735, 1.837], [-5.618, -3.052, 1.922], [-4.306, -0.295, 2.105], [-5.110, -1.177, 3.418], [-6.046, -0.556, 2.038], [-2.250, -1.279, -2.650], [-3.404, -1.323, -3.982], [-2.716, -3.820, -2.339], [-1.926, -3.398, -3.870], [-3.668, -3.745, -3.808], [-6.239, -0.796, -2.528], [-6.910, 0.609, -1.749], [-7.201, -2.260, -0.789], [-8.459, -1.142, -1.302], [-7.599, -0.869, 0.230]],
  "mulliken_charge": [-0.408, -0.578, 0.674, -0.738, -0.384, 0.251, 0.258, -0.127, 0.277, 0.241, -0.247, 0.092, -0.624, 0.915, -0.236, -0.138, -1.022, -0.351, -0.368, -1.080, -0.459, -0.118, -0.929, 0.074, 0.297, 0.322, 0.420, 0.171, 0.330, 0.340, 0.236, 0.367, 0.296, 0.212, 0.317, 0.233, 0.414, 0.160, -0.674, 0.982, -0.221, -0.331, -0.968, -0.347, -0.285, -1.215, -0.424, -0.098, -0.921, 0.275, 0.300, 0.322, 0.403, 0.155, 0.271, 0.341, 0.281, 0.394, 0.334, 0.218, 0.316, 0.230, 0.415, 0.157],
  "total_energy_ev": -55314.1351,
  "lumo_ha": 0.0035,
  "max_force_ev_per_a": 8.9,
  "gap_ev": 2.601,
  "e_above_lowest_kcal_mol": 198.56,
  "homo_ev": -2.5050,
  "charge": -1
}

***

Record 6
{
  "formula": "C3H5ClF2",
  "method": "wB97M-V/def2-TZVPD",
  "species": ["F", "C", "C", "F", "C", "Cl", "H", "H", "H", "H", "H"],
  "coordinates": [[-0.133, -1.616, 1.085], [0.791, -0.900, 0.458], [0.274, 0.057, -0.541], [-0.145, -0.391, -1.820], [-1.000, 0.753, -0.160], [-0.967, 1.380, 1.505], [1.552, -1.556, -0.017], [1.510, -0.436, 1.203], [1.089, 0.829, -0.703], [-1.913, 0.199, -0.272], [-1.060, 1.681, -0.737]],
  "mulliken_charge": [-0.268, -0.517, 0.389, -0.315, -0.647, -0.200, 0.325, 0.325, 0.203, 0.357, 0.348],
  "total_energy_ev": -21148.8526,
  "lumo_ha": 0.0316,
  "max_force_ev_per_a": 3.7,
  "gap_ev": 11.723,
  "e_above_lowest_kcal_mol": 14.29,
  "homo_ev": -10.8635,
  "smiles": "FC[C@@H](F)CCl"
}

***

Record 7
{
  "formula": "C7H32O9",
  "method": "wB97M-V/def2-TZVPD",
  "species": ["O", "H", "H", "H", "O", "H", "C", "O", "H", "H", "H", "H", "C", "O", "H", "H", "H", "H", "C", "O", "H", "H", "H", "H", "C", "O", "H", "H", "H", "H", "C", "O", "H", "H", "H", "H", "C", "O", "H", "H", "H", "H", "C", "O", "H", "H", "H", "H"],
  "coordinates": [[29.023, 15.345, 33.888], [29.602, 15.352, 33.070], [29.354, 15.146, 34.733], [28.711, 16.209, 33.922], [28.305, 17.862, 33.705], [28.244, 18.689, 33.189], [25.565, 15.716, 34.752], [26.171, 16.116, 33.463], [24.581, 16.066, 34.918], [26.223, 15.841, 35.390], [25.385, 14.657, 34.670], [26.508, 17.036, 33.495], [30.326, 15.678, 37.251], [29.883, 14.758, 36.351], [31.236, 16.228, 36.850], [30.572, 15.112, 38.221], [29.491, 16.273, 37.380], [29.754, 13.983, 36.803], [31.410, 13.784, 31.960], [31.377, 15.242, 32.398], [31.467, 13.651, 30.893], [30.559, 13.343, 32.234], [32.300, 13.471, 32.420], [32.228, 15.516, 32.242], [27.923, 16.723, 30.402], [28.989, 17.111, 31.191], [27.318, 17.501, 29.991], [27.182, 15.931, 30.978], [28.260, 16.032, 29.606], [28.660, 17.443, 31.991], [26.672, 12.483, 35.938], [27.699, 13.072, 35.114], [25.887, 13.146, 36.261], [27.043, 11.784, 36.762], [26.179, 11.953, 35.302], [27.918, 12.595, 34.332], [31.821, 18.959, 34.036], [30.987, 17.978, 34.527], [32.860, 18.907, 34.185], [31.777, 20.028, 34.587], [31.707, 18.900, 32.946], [30.171, 18.087, 34.373], [28.092, 19.309, 36.774], [27.478, 18.179, 36.309], [28.644, 19.134, 37.574], [27.259, 19.854, 37.036], [28.857, 19.677, 35.975], [27.715, 18.088, 35.374]],
  "mulliken_charge": [0.078, 0.449, 0.655, 0.038, -0.974, 0.008, -0.709, -0.502, 0.374, 0.305, 0.172, 0.314, -0.600, -0.489, 0.142, 0.327, 0.262, 0.211, -0.643, -0.527, 0.264, 0.289, 0.323, 0.278, -0.608, -0.433, 0.299, 0.159, 0.282, 0.265, -0.908, -0.305, 0.307, 0.240, 0.467, 0.232, -0.799, -0.334, 0.296, 0.222, 0.314, 0.285, -0.775, -0.494, 0.302, 0.291, 0.230, 0.423],
  "total_energy_ev": -26196.6450,
  "lumo_ha": 0.0101,
  "max_force_ev_per_a": 11.5,
  "gap_ev": 9.252,
  "e_above_lowest_kcal_mol": 195.02,
  "homo_ev": -8.9763
}